(1)
{
  "formula": "Cl2Hg2O12S",
  "method": "wB97M-V/def2-TZVPD",
  "symbols": ["Hg", "Hg", "S", "O", "O", "O", "O", "Cl", "O", "O", "O", "O", "Cl", "O", "O", "O", "O"],
  "positions_angstrom": [[-4.47841, 0.42237, -1.45296], [1.84586, -2.20610, -1.01721], [4.22616, 0.23083, -0.12372], [3.70292, 1.56174, -0.05504], [5.19347, 0.11672, -1.17585], [4.70391, 0.04737, 1.22460], [3.12589, -0.62777, -0.43333], [-0.61083, 1.04339, -1.71028], [0.37723, 0.11706, -1.25176], [-0.43026, 2.37857, -1.18372], [-0.51414, 1.17848, -3.13390], [-1.84969, 0.34301, -1.34034], [-2.95967, -0.89518, 2.31276], [-4.14751, -0.49109, 3.01740], [-3.41999, -0.76939, 0.95963], [-1.70911, -0.18400, 2.64628], [-3.05580, -2.26595, 2.71742]],
  "forces_ev_per_a": [[1.2, 0.0, 0.6], [0.0, 0.5, 0.0], [3.5, 0.9, -0.7], [-1.3, 2.5, 0.1], [1.1, -0.3, -0.1], [0.7, -0.7, 1.1], [-4.2, -2.4, -0.4], [1.3, 2.7, -2.5], [1.1, -0.8, 1.0], [-0.9, -1.9, 0.8], [-0.6, -0.7, 0.0], [-1.8, 0.2, 0.6], [-1.2, 0.6, 2.5], [-0.4, 2.9, 1.6], [1.5, 0.0, -2.8], [-2.8, -1.8, -1.2], [2.6, -1.6, -0.8]],
  "homo_energy_ev": -9.0
}

(2)
{
  "formula": "C32H47N2O9P4Ru",
  "method": "wB97M-V/def2-TZVPD",
  "symbols": ["Ru", "C", "C", "C", "P", "C", "C", "C", "C", "C", "C", "C", "C", "C", "N", "C", "C", "C", "C", "C", "C", "P", "C", "C", "C", "C", "C", "C", "H", "H", "H", "H", "H", "H", "H", "H", "H", "H", "H", "H", "H", "H", "H", "H", "H", "H", "H", "H", "H", "H", "H", "H", "H", "H", "H", "H", "H", "H", "H", "H", "H", "H", "H", "H", "O", "C", "O", "C", "C", "C", "C", "C", "N", "H", "H", "H", "H", "C", "C", "O", "P", "O", "O", "O", "P", "O", "O", "O", "H", "H", "H", "H", "H", "H", "H"],
  "positions_angstrom": [[0.15553, 0.39574, 0.22584], [0.14556, -3.18689, 1.89622], [-0.05099, -2.06089, 2.91112], [1.23686, -1.78457, 3.67864], [-0.86130, -0.59539, 2.11488], [-1.37283, 0.44205, 3.57735], [-2.74340, 1.07510, 3.35904], [-1.39789, -0.24864, 4.94438], [-2.30176, -1.41835, 1.42241], [-3.29704, -2.05602, 2.15532], [-4.32225, -2.73925, 1.52575], [-4.33101, -2.78213, 0.13480], [-3.33821, -2.17863, -0.61325], [-2.27750, -1.49660, 0.01663], [-1.26672, -0.85476, -0.66492], [-1.37942, -0.68225, -2.05054], [-1.31327, -1.70070, -2.99129], [-1.41405, -1.38666, -4.33929], [-1.57977, -0.07115, -4.75087], [-1.63798, 0.95062, -3.81044], [-1.53445, 0.64965, -2.45941], [-1.41151, 1.70829, -0.97505], [-1.12112, 3.44430, -1.59247], [0.04590, 3.67217, -2.55949], [-2.37866, 3.99792, -2.29061], [-3.06714, 1.80663, -0.15810], [-3.12959, 3.05123, 0.73443], [-4.29584, 1.62501, -1.04613], [0.64035, -4.03289, 2.37891], [0.75684, -2.85130, 1.05895], [-0.80445, -3.53706, 1.49280], [-0.82033, -2.37866, 3.62382], [2.03721, -1.54193, 2.99784], [1.51704, -2.67951, 4.24032], [1.15244, -0.95887, 4.38476], [-0.61677, 1.23393, 3.58065], [-3.53420, 0.32843, 3.44057], [-2.83096, 1.54318, 2.39098], [-2.92000, 1.83785, 4.12044], [-2.15083, -1.03929, 4.97076], [-1.68550, 0.48899, 5.69682], [-0.44916, -0.67631, 5.25292], [-3.27033, -2.01254, 3.23822], [-5.10036, -3.22359, 2.09945], [-5.13099, -3.29982, -0.38060], [-3.38178, -2.23549, -1.69153], [-1.16199, -2.72020, -2.66323], [-1.35369, -2.17596, -5.07809], [-1.65385, 0.16281, -5.80457], [-1.76282, 1.96675, -4.15365], [-0.93681, 4.02641, -0.68432], [-0.14952, 3.22320, -3.53182], [1.00117, 3.31510, -2.20926], [0.14354, 4.74893, -2.71387], [-2.74342, 3.32312, -3.06426], [-2.11497, 4.93819, -2.77865], [-3.20742, 4.20267, -1.62220], [-3.02527, 0.93254, 0.49732], [-3.20983, 3.97642, 0.17028], [-2.24446, 3.13463, 1.36804], [-4.00746, 2.99247, 1.38081], [-4.51409, 2.50275, -1.65257], [-5.16436, 1.43228, -0.41258], [-4.17734, 0.77004, -1.71265], [2.40340, 3.63441, 1.12380], [1.80284, 2.69094, 0.64858], [0.78699, 2.09462, 1.18858], [2.22217, 2.16533, -0.71460], [3.28361, 2.73120, -1.39039], [3.59419, 2.25347, -2.65112], [2.83866, 1.22412, -3.18881], [1.79386, 0.69865, -2.44917], [1.49268, 1.17516, -1.24270], [3.83557, 3.52136, -0.90363], [4.42610, 2.66961, -3.20416], [3.05469, 0.81131, -4.16415], [1.18709, -0.12127, -2.80880], [3.74273, -3.47714, 1.17168], [3.75402, -2.40238, 0.09214], [5.04665, -2.40050, -0.54381], [2.53224, -2.71216, -1.24546], [2.38975, -4.30924, -1.24344], [3.33070, -2.34139, -2.56848], [1.23276, -2.02519, -1.16969], [3.52771, -0.66396, 0.74020], [4.25741, -0.82034, 2.17141], [4.35019, 0.12951, -0.21325], [2.10945, -0.23077, 1.04741], [3.83536, -4.46597, 0.72828], [2.82696, -3.44089, 1.75880], [4.58539, -3.29435, 1.83458], [5.27062, -1.44641, -0.61950], [1.58310, -4.59855, -1.68676], [4.28393, -2.43062, -2.37924], [4.03350, -0.08784, 2.75873]],
  "forces_ev_per_a": [[-0.1, 0.3, 0.0], [0.0, 0.0, 0.0], [0.0, 0.0, 0.0], [0.0, 0.0, 0.1], [-0.1, 0.2, 0.2], [0.0, -0.1, 0.0], [0.0, 0.0, 0.0], [0.0, 0.0, 0.0], [0.0, 0.0, 0.0], [0.0, 0.0, 0.0], [0.0, 0.0, 0.0], [0.0, 0.0, 0.0], [0.0, 0.0, 0.0], [-0.2, 0.1, 0.0], [0.6, 0.0, 0.3], [-0.1, 0.2, -0.1], [0.0, 0.0, 0.0], [0.0, 0.0, 0.0], [0.0, 0.0, 0.0], [0.0, 0.0, -0.1], [0.0, -0.1, 0.1], [0.0, -0.1, -0.1], [0.0, 0.0, 0.0], [0.0, 0.0, 0.0], [0.0, 0.0, 0.0], [0.1, 0.0, 0.0], [-0.1, 0.0, 0.0], [0.0, 0.0, 0.0], [0.0, 0.0, 0.0], [0.0, 0.0, 0.0], [0.0, 0.0, 0.0], [0.0, 0.0, 0.0], [0.2, 0.0, -0.1], [0.0, 0.0, 0.0], [0.1, 0.0, -0.1], [0.0, 0.0, 0.0], [0.0, 0.0, 0.0], [0.0, 0.0, 0.0], [0.0, 0.0, 0.0], [0.0, 0.0, 0.0], [0.0, 0.0, 0.0], [-0.1, 0.0, 0.0], [0.0, 0.0, 0.0], [0.0, 0.0, 0.0], [0.0, 0.0, 0.0], [0.0, 0.0, 0.0], [0.0, 0.0, 0.0], [0.0, 0.0, 0.0], [0.0, 0.0, 0.0], [0.0, 0.0, 0.0], [0.0, 0.0, 0.0], [0.0, 0.0, 0.0], [0.0, 0.0, 0.0], [0.0, 0.0, 0.0], [0.0, 0.0, 0.0], [0.0, 0.0, 0.0], [0.0, 0.0, -0.1], [0.0, 0.0, 0.0], [0.0, 0.0, 0.0], [0.0, 0.0, 0.0], [0.0, 0.0, 0.0], [0.0, 0.0, 0.0], [0.0, 0.0, 0.0], [0.0, 0.0, 0.0], [0.0, 0.0, 0.0], [0.0, 0.1, 0.0], [0.1, 0.0, -0.1], [0.1, 0.0, 0.0], [0.0, 0.0, 0.0], [0.0, 0.0, 0.0], [0.0, 0.0, 0.0], [0.0, 0.0, 0.0], [-0.1, 0.0, 0.1], [0.0, 0.0, 0.0], [0.0, 0.0, 0.0], [0.0, 0.0, 0.0], [0.0, 0.0, 0.0], [0.0, 0.1, 0.0], [0.0, 0.0, 0.1], [0.0, 0.0, 0.0], [0.0, 0.1, 0.0], [0.0, 0.0, 0.0], [0.0, -0.1, 0.0], [0.0, -0.2, -0.1], [0.0, 0.2, -0.1], [0.0, 0.0, 0.0], [0.0, 0.0, 0.0], [-0.2, -0.7, 0.0], [0.0, 0.0, 0.0], [0.0, 0.0, 0.0], [0.0, 0.0, 0.0], [0.0, 0.0, 0.0], [0.0, 0.0, 0.0], [0.0, 0.0, 0.0], [0.0, 0.0, 0.0]],
  "s2": 0.7571,
  "spin_multiplicity": 2,
  "homo_energy_ev": [-7.3, -7.5]
}

(3)
{
  "formula": "C2H2S5",
  "method": "wB97M-V/def2-TZVPD",
  "symbols": ["C", "C", "S", "S", "S", "S", "S", "H", "H"],
  "positions_angstrom": [[-0.40301, -0.11497, 1.01704], [0.55145, -0.35384, -0.23409], [-1.01188, -1.46157, 1.63035], [-0.71391, 1.52841, 1.39853], [1.74798, 1.08944, -0.37432], [0.29168, 2.51151, -0.15039], [-0.42965, -0.47785, -1.75904], [1.24372, -1.31124, -0.21194], [-1.27638, -1.40988, -1.31616]],
  "forces_ev_per_a": [[1.5, -0.6, -2.4], [1.5, -0.3, 0.1], [-0.6, -0.3, 1.0], [-0.1, 0.2, 0.4], [-0.7, -0.9, 0.2], [-0.1, -0.3, 0.0], [0.0, 0.4, -0.2], [-1.6, 2.0, 0.7], [0.0, -0.1, 0.2]],
  "smiles": "S=C1SSS[C@@H]1S",
  "homo_energy_ev": -8.8
}

The records above give, respectively, calculated total energy values of -68770.4187, -95100.6831, -56281.8358 eV.
The records above give, respectively, energy above the lowest of the compared OMol25 structures with the same formula, charge and spin values of 0.0, 0.0, 0.0 kcal/mol.